No. 1
C27H43Cl6F12N3O11 | ωB97M-V with the def2-TZVPD basis set

```
102
C27H43Cl6F12N3O11, DFT ωB97M-V with the def2-TZVPD basis set
C -2.07835 -2.79001 -0.69067
C -0.59194 -2.50187 -0.73819
O 0.15460 -3.78599 -0.95985
C 0.54613 -4.44237 0.10955
O 0.12357 -4.29634 1.21543
C 1.62739 -5.50735 -0.26768
F 2.75835 -4.88506 -0.56921
F 1.76113 -6.32345 0.80975
F 1.31198 -6.28277 -1.34207
H -2.64722 -1.83801 -0.82553
H -2.24992 -3.32298 0.24368
H -2.29565 -3.39370 -1.56892
H -0.22786 -2.11786 0.23216
H -0.34829 -1.87396 -1.59137
C 3.09661 4.62574 -2.75977
C 3.28996 3.53624 -1.68285
O 3.31907 4.22913 -0.40604
C 3.44807 3.55276 0.70714
O 3.49510 2.37751 0.78373
C 3.42992 4.39703 1.98785
F 4.65074 5.02034 2.13757
F 2.56752 5.39279 1.86295
F 3.17361 3.62591 3.10716
H 3.15744 4.23432 -3.79205
H 3.82224 5.43974 -2.57149
H 2.15311 5.21206 -2.75150
H 4.30644 3.06376 -1.78738
H 2.58386 2.72435 -1.71550
C 5.65320 -2.16643 -5.98107
C 4.85743 -1.05394 -5.29407
O 4.80449 -1.41097 -3.88235
C 4.41231 -0.37178 -3.12111
O 4.28768 0.82753 -3.30850
C 4.13282 -0.93107 -1.63649
F 4.54151 -0.06245 -0.74332
F 2.82608 -1.14013 -1.46682
F 4.73244 -2.10424 -1.46665
H 6.61896 -2.36773 -5.46461
H 5.92606 -1.99371 -7.03805
H 5.21122 -3.13331 -5.89784
H 3.86552 -1.00494 -5.66697
H 5.32796 -0.09617 -5.42475
C -1.15090 2.20254 4.47651
C -1.97977 1.05113 3.98779
O -2.76251 1.56721 2.84672
C -3.26222 0.59104 2.11658
O -3.22364 -0.58257 2.32032
C -3.96383 1.22708 0.88601
F -4.09393 2.53818 0.98490
F -3.17381 0.97913 -0.24406
F -5.15200 0.69063 0.66365
H -1.69886 3.13294 4.34264
H -0.12428 2.25262 4.05520
H -1.03553 2.15348 5.52241
H -2.62366 0.70602 4.77020
H -1.41630 0.19251 3.66393
Cl -3.72956 -1.43937 6.97588
C -3.15037 -2.30308 5.52366
Cl -3.49800 -4.02020 5.66620
Cl -1.42728 -2.04460 5.21914
H -3.69824 -1.86201 4.70535
Cl -6.94514 -0.26100 2.96170
C -6.61326 -2.02246 2.74681
Cl -7.44743 -2.59577 1.30219
Cl -7.17877 -3.01859 4.11032
H -5.53738 -2.12562 2.61787
C 0.09848 2.85095 0.96966
N -0.07641 2.58896 -0.43669
C -0.87364 3.54169 -1.13675
C 0.31841 1.44539 -1.09115
O 0.04800 1.19649 -2.28857
H -0.88012 2.69237 1.44952
H 0.41571 3.87319 1.15122
H 0.83337 2.12722 1.39019
H -1.77460 3.81807 -0.52960
H -0.23212 4.44870 -1.33089
H -1.10907 3.07428 -2.09453
H 0.91883 0.69920 -0.51742
C 2.39926 -2.57122 3.51933
N 1.93494 -1.38519 2.69954
C 2.86205 -0.35689 2.33571
C 0.65505 -1.16684 2.48978
O 0.17072 -0.11583 2.12513
H 3.02881 -3.26685 2.94699
H 1.52862 -3.08732 3.85517
H 2.88216 -2.20147 4.42739
H 3.84211 -0.75518 2.59717
H 2.76316 -0.11945 1.29979
H 2.74285 0.54635 2.95495
H 0.00514 -2.06092 2.66725
C -5.39635 0.36220 -3.02079
N -4.00957 -0.10115 -3.32977
C -3.11752 0.78731 -4.03482
C -3.67287 -1.45504 -3.41692
O -4.38433 -2.34312 -3.03496
H -5.89284 -0.44731 -2.47917
H -5.99651 0.42175 -3.95816
H -5.41514 1.31857 -2.46223
H -2.93965 1.73291 -3.58776
H -2.05992 0.40644 -4.18478
H -3.54096 1.01782 -5.00828
H -2.72468 -1.58594 -3.94172
```

## Properties
- LUMO energy (Eh) = 0.0165
- frontier orbital gap (eV) = 9.50
- multiplicity = 1
- E_tot (hartree) = -6006.0937
- SMILES = CCOC(=O)C(F)(F)F.CCOC(=O)C(F)(F)F.CCOC(=O)C(F)(F)F.CCOC(=O)C(F)(F)F.ClC(Cl)Cl.ClC(Cl)Cl.CN(C)C=O.CN(C)C=O.CN(C)C=O

***

No. 2
C20H31BIrNO2 | ωB97M-V with the def2-TZVPD basis set

```
56
C20H31BIrNO2, DFT ωB97M-V with the def2-TZVPD basis set
O 0.18781 -0.22157 -0.77217
C -1.12074 -0.41075 -1.37074
C -1.09629 -1.90094 -1.04488
H -1.10131 -0.16758 -2.43709
H -1.87609 0.15863 -0.81840
C 0.20980 -1.58990 -0.29566
H -0.87462 -2.53313 -1.89846
H -1.90833 -2.26189 -0.40575
C 1.42064 -2.32691 -0.82255
H 1.49656 -2.18925 -1.90773
H 1.30593 -3.39894 -0.63293
H 2.33337 -1.98600 -0.31766
C -0.02074 -1.77919 1.17691
H -0.99462 -1.38824 1.46864
H 0.71943 -1.27434 1.79254
H 0.00157 -2.84595 1.41846
Ir 0.54282 1.75876 2.51167
C -0.91582 2.55114 3.93211
C -0.97452 3.31897 2.71306
C -1.38133 2.43571 1.65159
H -0.74159 4.37654 2.61784
C -1.55678 1.12137 2.20893
C -1.25809 1.19157 3.61740
H -1.30766 0.36683 4.32366
H -0.64752 2.94380 4.90907
H -1.52596 2.69812 0.60615
H -1.87116 0.23972 1.66253
C 3.21751 2.98830 1.84878
C 2.49801 1.87978 2.65700
C 2.17727 0.81346 1.70956
H 2.88563 1.64831 3.64432
C 2.42723 1.33178 0.36212
C 2.92031 2.59859 0.42584
H 3.19151 3.26626 -0.39292
H 4.29554 2.97875 2.06040
H 2.22244 -0.24086 1.97229
H 2.26365 0.73957 -0.53093
O -1.42996 -2.79373 -3.53449
C -1.50981 -4.24884 -3.44613
C -2.03479 -4.79929 -4.78127
H -2.18601 -4.51927 -2.61359
H -0.50205 -4.63164 -3.20299
C -2.51786 -3.55548 -5.56189
H -2.83912 -5.52185 -4.62164
H -1.21227 -5.28344 -5.31652
C -1.93388 -2.34517 -4.81060
H -3.61234 -3.50528 -5.52974
H -2.18732 -3.57291 -6.60277
H -2.69488 -1.56846 -4.63044
H -1.09518 -1.89503 -5.36614
B 1.52550 5.83439 4.09248
C 2.18704 4.99739 3.01050
N 2.75567 4.35394 2.19363
H 0.34862 6.00833 3.81271
H 2.13024 6.90122 4.10782
H 1.66456 5.25461 5.15807
```

## Properties
- ⟨S²⟩ = 8.78
- LUMO energy (spin up / spin down) (Eh) = -0.0935 / -0.2798
- frontier orbital gap (spin up / spin down) (eV) = 5.93 / 4.12
- multiplicity = 6
- total charge = +1
- E_tot (hartree) = -1114.3745
- energy relative to the best compared isomer or geometry (same formula, charge and spin) (eV) = 0.000

***

No. 3
C20H20GeN2OReS4Sb | ωB97M-V with the def2-TZVPD basis set

```
50
C20H20GeN2OReS4Sb, DFT ωB97M-V with the def2-TZVPD basis set
Re 0.32256 -2.93778 0.65919
S 0.06272 -5.74514 2.87251
Sb 2.01917 -4.66373 2.84601
S 2.39933 -3.74521 0.50682
S 0.40074 -1.56945 2.45470
S 3.69541 -3.80042 4.03740
N -3.23990 -2.97951 -0.39772
C -2.56641 -4.05711 0.00031
N -3.12124 -5.25837 -0.04814
O -1.37707 -3.95429 0.45784
H -4.17163 -3.03536 -0.77469
H -2.78971 -2.07765 -0.37224
H -4.05340 -5.40410 -0.39791
H -2.59210 -6.06166 0.25006
C 0.43080 -1.57232 -0.72870
Ge 0.48732 0.38374 -0.63314
C 0.85115 0.10906 2.08439
C 0.26116 1.14548 2.80445
C 0.72268 2.43996 2.63638
C 1.77378 2.71388 1.76577
C 2.36323 1.69021 1.04542
C 1.90251 0.37862 1.18967
C -1.21421 1.13920 -0.03650
C -2.00250 0.44764 0.88538
C -3.29627 0.87423 1.13465
C -3.81089 1.97393 0.45525
C -3.02225 2.67302 -0.44604
C -1.71916 2.26196 -0.69068
C 1.66305 1.33181 -1.86217
C 2.50367 0.56914 -2.67212
C 3.25349 1.19463 -3.65514
C 3.16729 2.57087 -3.81986
C 2.37109 3.33350 -2.97434
C 1.61877 2.71948 -1.98630
H 0.51682 -1.90079 -1.77319
H -0.53744 0.93161 3.50338
H 0.27589 3.24511 3.20434
H 2.13725 3.72752 1.66443
H 3.19467 1.88735 0.38198
H 2.42059 -0.44794 0.71807
H -1.58966 -0.40291 1.41814
H -3.91230 0.36061 1.86236
H -4.83339 2.28235 0.62683
H -3.42190 3.53781 -0.95792
H -1.10774 2.80077 -1.40233
H 2.57589 -0.50408 -2.53347
H 3.90024 0.61419 -4.29911
H 3.73280 3.05562 -4.60410
H 2.33700 4.40860 -3.08906
H 1.01811 3.31590 -1.31089
```

## Properties
- LUMO energy (Eh) = -0.2752
- frontier orbital gap (eV) = 6.85
- multiplicity = 1
- total charge = +2
- E_tot (hartree) = -4946.5173
- energy relative to the best compared isomer or geometry (same formula, charge and spin) (eV) = 1.160

***

No. 4
C3H6N2OS | ωB97M-V with the def2-TZVPD basis set

```
13
C3H6N2OS, DFT ωB97M-V with the def2-TZVPD basis set
C 0.88328 0.53214 1.44010
N 0.47943 1.12665 0.18225
N -0.76085 0.79246 -0.26286
C -1.15629 -0.38158 -0.84426
S -2.70166 -0.71044 -1.27510
C -0.07425 -1.36879 -1.21871
O 1.07859 -1.12635 -1.41496
H 0.24273 0.91206 2.25109
H 0.82137 -0.58805 1.37645
H 1.90368 0.83422 1.62010
H 1.24050 0.80541 -0.51144
H -1.42133 1.52122 -0.01357
H -0.53521 -2.34895 -1.32910
```

## Properties
- LUMO energy (Eh) = -0.0302
- frontier orbital gap (eV) = 8.11
- multiplicity = 1
- E_tot (hartree) = -700.7872
- SMILES = CNNC(=S)C=O
- energy relative to the best compared isomer or geometry (same formula, charge and spin) (eV) = 2.775